DFT (ωB97M-V/def2-TZVPD) results for C33H50ClF9N2NbO as an isolated structure in a non-equilibrium geometry.

As for the charge: -1. Its HOMO energy is -0.18764 hartree.

Structure (XYZ):
```
97
Properties=species:S:1:pos:R:3:forces:R:3:mulliken_charge:R:1
C -3.6589 1.8016 4.9469 -0.4110 0.1658 -0.1356 -1.5038
C -4.0943 1.5468 3.5270 0.0459 0.3537 -0.3366 1.1686
C -4.3729 2.6612 2.7242 -0.0402 -0.2128 -0.1623 -0.8118
C -4.8265 2.5417 1.4174 0.0085 -0.6072 -0.0098 -0.7479
C -5.0330 1.2642 0.9077 0.1620 -0.1043 0.4177 -0.6983
C -4.7570 0.1519 1.6982 -0.1902 0.0633 -0.3144 -0.3634
C -4.2646 0.2490 2.9998 0.2119 0.5704 0.1088 1.4701
C -3.9728 -0.9723 3.8080 -0.1658 -0.7299 0.3876 -2.1314
Nb -2.6630 -2.5577 2.8459 0.2821 1.0466 -1.7411 -1.1734
C -1.8684 -1.3224 1.0922 -0.7033 -0.5985 -0.2524 -0.5913
C -2.2759 -1.5260 -0.3433 0.4209 0.2612 0.7719 0.2419
O -1.6468 -1.1239 -1.2519 0.6890 0.3231 -1.2653 -0.4543
Cl -3.7873 -2.3826 -0.7823 -0.3979 -0.1345 0.1819 -0.2726
C -1.6317 -4.4912 2.2936 -0.1568 -0.5358 0.4759 -1.8255
C -0.8889 -4.4548 0.9978 0.0037 0.1076 -0.4039 1.1049
C 0.4211 -3.9787 0.8711 0.1257 0.0087 -0.1139 -0.1644
C 1.0710 -3.9528 -0.3574 -0.1613 -0.0679 -0.0983 -0.7135
C 0.4376 -4.3989 -1.5118 -0.3923 -0.1033 0.2644 -0.4477
C -0.8595 -4.8942 -1.4060 0.2130 0.1462 0.2649 -0.5375
C -1.4999 -4.9229 -0.1744 0.0723 0.1192 0.0187 -0.4688
C -0.8170 -2.0871 4.2594 -0.4653 -0.0792 0.4065 0.5502
F 0.3521 -2.6242 3.7390 0.1676 -0.2464 -0.1037 -0.3046
F -0.9569 -2.6938 5.4826 0.2162 -0.0762 0.3141 -0.3683
C -0.4819 -0.6114 4.5648 0.7426 -0.4829 0.6107 0.9094
F -0.9352 0.2164 3.6034 -0.2342 0.2570 -0.4475 -0.3185
F -1.0731 -0.2534 5.7197 -0.2215 0.1609 0.1629 -0.2913
C 1.0357 -0.2842 4.7379 -0.7297 0.6817 -0.2527 0.3011
F 1.1150 0.9210 5.3593 0.0566 0.0886 0.1044 -0.3272
F 1.6382 -1.1643 5.5254 0.1812 -0.4532 0.1986 -0.3081
C 1.8095 -0.1123 3.3941 0.0023 -0.5875 0.0744 0.7257
F 1.2858 -0.7929 2.3827 -0.1141 -0.0007 -0.2536 -0.1456
F 3.0550 -0.5389 3.5625 0.6157 -0.1485 0.1213 -0.2919
F 1.8521 1.1562 3.0430 -0.0822 0.7905 -0.1626 -0.2963
H -4.2146 1.1623 5.6264 0.1524 -0.2220 0.1889 0.3696
H -3.9115 2.8229 5.2211 0.0270 0.1812 -0.0112 0.4631
H -2.5929 1.6828 5.1035 0.1514 -0.2435 0.0416 0.1835
H -4.2414 3.6540 3.1307 0.0662 0.0855 0.1684 0.3526
H -5.0272 3.3951 0.7885 0.0157 0.2368 0.0917 0.3917
H -5.3951 1.1222 -0.0999 -0.0409 -0.0146 -0.1033 0.4387
H -4.9303 -0.8305 1.2766 0.0454 -0.0951 0.0395 0.5680
H -3.5453 -0.7447 4.7816 0.0615 0.1694 0.1434 0.3497
H -4.9218 -1.4631 4.0320 -0.0318 -0.2163 0.0114 0.6698
H -3.3010 -3.5685 4.2439 -0.0542 0.0655 -0.2429 -0.0333
H -4.1529 -3.1332 1.9977 -0.0576 -0.2754 0.4691 0.0350
H -0.7932 -1.5141 1.0705 0.1953 -0.0121 0.0031 0.4652
H -1.9579 -0.2469 1.2414 -0.1922 0.1693 0.1922 0.7974
H -0.9769 -4.8658 3.0797 0.0681 0.1863 0.2316 0.4783
H -2.4153 -5.2440 2.2050 -0.1955 -0.0093 0.0713 0.6121
H 0.9536 -3.6174 1.7390 -0.0627 0.0111 0.1156 0.3966
H 2.0812 -3.5740 -0.4157 0.1083 0.0593 0.0297 0.4190
H 0.9168 -4.3636 -2.4773 0.1759 0.0367 -0.0735 0.4166
H -1.3771 -5.2497 -2.2834 -0.0808 -0.0485 -0.1240 0.3818
H -2.5079 -5.3060 -0.1046 -0.1284 -0.0231 -0.0315 0.3330
C -2.1577 1.8674 -7.4247 0.0236 0.0391 -0.0205 -1.4430
C -1.4401 1.4178 -6.1601 0.0401 0.0281 -0.1103 -0.2824
N -1.8706 0.1197 -5.6810 0.0253 -0.0279 0.0718 0.1441
C -1.3736 -0.1939 -4.3463 -0.0575 0.0005 0.2105 -0.6183
C 0.1379 -0.3561 -4.1525 0.0370 -0.0372 0.0439 -0.9589
C -1.8010 -0.9584 -6.6488 -0.0847 -0.0779 -0.1875 -0.6820
C -0.4367 -1.2824 -7.2770 -0.0194 -0.1135 -0.0114 -0.9908
H -3.2383 1.8827 -7.2758 -0.0039 -0.0578 0.0034 0.3295
H -1.8355 2.8760 -7.6894 -0.0082 0.0078 0.0126 0.4363
H -1.9343 1.2239 -8.2767 -0.0066 -0.0036 0.0009 0.2975
H -1.6540 2.1442 -5.3718 0.0449 -0.0515 0.0750 0.4356
H -0.3530 1.4664 -6.3381 0.0015 0.0328 -0.0086 0.2506
H -1.8712 -1.0975 -3.9909 -0.0246 -0.0176 -0.0693 0.2846
H -1.7182 0.5967 -3.6745 -0.0186 0.0512 -0.0682 0.3330
H 0.5002 -1.3106 -4.5338 0.0157 0.0167 -0.0572 0.1196
H 0.3654 -0.3335 -3.0860 -0.0491 -0.0158 0.0097 0.4100
H 0.7068 0.4446 -4.6294 -0.0157 0.0059 -0.0211 0.2838
H -2.5015 -0.7336 -7.4579 0.0169 0.0655 0.0123 0.3916
H -2.2017 -1.8587 -6.1769 0.0451 0.0266 0.1030 0.3540
H 0.1128 -0.3814 -7.5539 -0.0179 0.0243 0.0019 0.2400
H -0.5803 -1.8711 -8.1865 -0.0147 0.0117 0.0034 0.3704
H 0.1908 -1.8713 -6.6104 0.0483 0.0721 0.0343 0.2927
C 4.8881 5.4500 0.0619 -0.0132 0.0256 0.0225 -1.4460
C 4.4548 4.0200 0.3479 0.0110 0.1085 0.0756 -0.2561
N 5.3364 3.0222 -0.2302 0.0024 -0.0632 -0.0512 0.1304
C 4.7871 1.6768 -0.1699 -0.2301 -0.1291 -0.0920 -1.0086
C 4.5694 1.0396 1.2071 0.2115 -0.1552 -0.0642 -0.5785
C 6.7396 3.1493 0.1182 0.1771 0.1182 0.0018 -0.7263
C 7.1248 3.1019 1.6045 0.1023 -0.0523 -0.0232 -0.9501
H 4.9697 5.6267 -1.0115 0.0431 -0.0325 -0.0043 0.3300
H 4.1486 6.1424 0.4663 -0.0140 -0.0036 -0.0106 0.4354
H 5.8446 5.6924 0.5270 0.0020 0.0007 -0.0045 0.2941
H 3.4631 3.8718 -0.0865 -0.0041 -0.0994 0.0192 0.4353
H 4.3354 3.8995 1.4362 -0.0194 0.0161 0.0028 0.2030
H 5.4221 1.0179 -0.7688 0.0901 0.0592 0.0234 0.3438
H 3.8256 1.6956 -0.6924 -0.0078 0.1065 0.0261 0.4483
H 5.5121 0.7015 1.6377 -0.0124 0.0349 0.0782 0.1841
H 3.9360 0.1574 1.1068 -0.0201 0.0099 -0.0424 0.3236
H 4.0858 1.7039 1.9205 -0.0071 0.0810 -0.0573 0.2122
H 7.1060 4.0916 -0.2973 -0.0687 0.0244 0.0100 0.3904
H 7.2916 2.3752 -0.4211 -0.0831 -0.0737 0.0103 0.3387
H 6.4428 3.6851 2.2243 -0.0182 0.0164 -0.0166 0.2402
H 8.1263 3.5176 1.7386 -0.0090 0.0084 -0.0146 0.3669
H 7.1469 2.0842 1.9901 -0.0847 0.0028 0.0403 0.2885
```
Forces are in eV/Å.

---

DFT (ωB97M-V/def2-TZVPD) results for a 2-piece molecular cluster, C29H36N4O2 overall in a non-equilibrium geometry.

Its HOMO energy is -0.18395 hartree.

Structure (XYZ):
```
71
Properties=species:S:1:pos:R:3:forces:R:3:mulliken_charge:R:1
C 1.0372 -5.0131 0.2019 0.2532 1.3902 1.2334 -1.0276
C 1.5450 -3.4294 0.2483 2.8197 0.5692 -0.3618 0.4464
C 3.1525 -3.0280 0.3110 -4.6914 1.5677 -0.2190 0.0987
C 4.4866 -3.9951 0.3364 -0.8644 0.5040 1.1102 -1.0394
N 3.1433 -1.5101 0.3891 -4.6500 -2.5172 0.1159 0.3669
C 4.3740 -0.5873 0.5051 0.0764 1.0320 -0.1448 -0.6358
C 4.5869 0.1401 -0.9556 -0.6909 0.1032 0.2534 0.0994
C 5.6807 1.3737 -0.9456 -1.0494 0.2071 0.4595 -0.8214
C 4.8390 2.7448 -0.5244 -0.6373 1.8634 0.6693 0.4818
C 4.0103 3.5190 -1.7139 -0.4088 1.5665 4.4327 -0.3194
C 3.1411 4.8436 -1.2917 2.6607 -2.7743 2.6047 -0.3707
C 3.1838 5.3289 0.2857 1.4982 -2.4306 -0.6979 -0.4085
C 4.0245 4.5555 1.4814 0.3221 -1.8565 -4.3078 -0.4209
C 4.9004 3.2201 1.0446 -2.7713 2.4327 -3.3335 -0.3800
C 1.6655 -1.0677 0.3677 -0.2029 -0.0943 0.1347 -0.4727
C 1.0960 0.4938 0.4778 0.3712 0.5765 0.4303 0.5258
C 1.3992 1.3076 1.8922 -3.2366 2.7858 -4.5519 -0.2767
C 0.7167 2.8348 1.8492 0.2155 -3.6289 -2.9434 -0.3377
C -0.0809 3.2095 0.4797 1.0228 -1.3470 0.8006 -0.2471
N -0.2861 2.4439 -0.7828 2.8618 -2.3815 4.5185 -0.5003
C 0.2964 1.0715 -0.8145 0.6646 2.2397 3.6724 -0.1521
N 0.6593 -2.1944 0.2800 7.3856 0.0031 0.1849 0.3894
C -0.8620 -2.1470 0.2475 -0.9725 -0.3297 -0.1040 -0.9385
C -1.5031 -2.1926 -1.2716 -0.5895 0.0831 -0.1636 0.0441
C -3.1463 -2.3342 -1.0839 0.6096 -0.6732 1.0914 -0.6323
N -3.8604 -0.9930 -1.1845 -0.9707 -1.1030 1.6074 -0.3768
C -5.3389 -1.2835 -0.8555 -1.2403 1.0808 -0.1520 -0.6161
C -6.1290 0.0733 -0.3202 -1.7761 3.1892 1.2397 0.2262
C -6.2327 0.4740 1.2994 -1.7385 2.6422 -2.3144 -0.3468
C -6.9999 1.8588 1.8040 -0.2673 -0.3186 -4.0323 -0.4169
C -7.7255 2.8696 0.7096 1.9186 -3.6983 -1.7793 -0.3159
C -7.6661 2.4665 -0.9046 1.8843 -2.2444 3.2004 -0.3556
C -6.8663 1.1085 -1.3685 -0.0123 1.1618 2.2039 0.2826
O -6.8114 0.8068 -2.8232 0.5862 1.6745 2.5093 -0.5105
H 1.2706 -5.4378 1.2930 -0.9065 0.3248 -2.1208 0.3377
H -0.1314 -5.0809 0.0846 2.5485 -0.0028 0.0724 0.2245
H 1.6425 -5.6478 -0.5750 -1.3199 1.4925 1.3463 0.3026
H 5.4250 -3.5263 -0.1952 -2.1656 -0.9280 0.7555 0.3129
H 4.1941 -5.0608 -0.0622 0.5938 2.3367 0.5977 0.3152
H 4.7790 -4.1266 1.4710 -0.5888 0.2071 -2.2301 0.2657
H 5.3332 -1.1947 0.7882 -2.1330 0.7666 -0.5559 0.3767
H 4.1960 0.1887 1.3944 0.2204 -1.6228 -2.1564 0.0117
H 4.8491 -0.7186 -1.7241 -0.4915 1.8569 1.5015 0.2974
H 3.5413 0.6356 -1.2293 2.1971 -1.2555 0.3972 -0.0050
H 6.5308 1.1373 -0.1562 -1.6750 0.6763 -1.7271 0.3355
H 6.1293 1.4870 -2.0254 -0.8238 -0.1455 2.2525 0.3071
H 4.0136 3.1020 -2.8237 0.0373 0.9939 2.6863 0.2773
H 2.5236 5.3818 -2.1469 1.4074 -1.0584 2.2922 0.2942
H 2.5645 6.2935 0.5610 1.4359 -2.2261 -0.5581 0.3109
H 4.0301 4.8908 2.6205 -0.1282 -0.5855 -2.8797 0.3251
H 5.5507 2.6065 1.8009 -1.4229 1.3896 -1.6089 0.2959
H 2.0052 0.8845 2.7987 -1.3540 0.7605 -2.0669 0.3884
H 0.8238 3.5779 2.7772 -0.3802 -1.7939 -2.4765 0.3132
H -0.5897 4.2919 0.4945 1.2543 -2.7448 -0.2478 0.3106
H 0.1512 0.4305 -1.8109 0.4404 1.6125 2.5943 0.3107
H -1.2248 -3.1200 0.8349 0.8981 2.2500 -1.2503 0.4137
H -1.2502 -1.1677 0.8050 1.1290 -2.1838 -1.1619 0.2033
H -1.0979 -3.0876 -1.9164 -0.6656 1.6426 1.5811 0.2926
H -1.2803 -1.2120 -1.8868 -0.4499 -1.8999 1.4133 0.0179
H -3.3334 -2.7340 0.0228 0.4424 0.3992 -2.2053 0.3469
H -3.6057 -3.1604 -1.8055 0.9806 2.1181 1.3433 0.3156
H -3.5533 -0.3974 -0.3659 -0.1358 -0.8869 -1.2321 0.2965
H -5.4709 -2.1032 -0.0297 0.2850 1.4500 -1.4300 0.3658
H -5.8612 -1.6336 -1.8477 0.9604 0.6672 2.0424 0.2960
H -5.7664 -0.2049 2.1518 -1.0380 1.4741 -2.1904 0.2575
H -7.0755 2.1947 2.9378 0.3286 -1.0940 -2.6505 0.2744
H -8.3149 3.8605 1.0148 1.5420 -2.5316 -0.6052 0.2625
H -8.1728 3.1649 -1.7081 1.1913 -1.7040 1.7894 0.2816
H -6.4252 1.5920 -3.3301 -0.7841 -1.4194 1.4136 0.3268
O -0.1932 -6.9443 2.1307 1.0035 -0.7698 -0.4854 -1.0344
H -0.6367 -6.1307 2.2873 -0.8134 1.1591 0.3931 0.1333
```
Forces are in eV/Å.

---

DFT (ωB97M-V/def2-TZVPD) results for C33H26N4OS2Se2Te2Ti as an isolated structure in a non-equilibrium geometry.

As for the charge: -2. Its HOMO energy (spin up / spin down) is 0.01693 / 0.02116 hartree. As for the spin multiplicity: 3.

Structure (XYZ):
```
71
Properties=species:S:1:pos:R:3:forces:R:3:mulliken_charge:R:1
Ti 8.1956 9.5290 14.1804 0.3695 0.8879 2.1809 -0.8628
C 9.9440 5.6139 12.9530 1.7039 0.5511 -0.2930 -0.9008
C 9.1195 6.6285 13.4636 -0.3944 0.4449 0.8649 -0.2368
N 9.4688 7.9127 13.5920 0.0980 -1.2472 -2.1742 1.4429
C 10.5593 8.3493 12.8420 0.6485 -1.1392 0.5257 0.5184
C 11.4593 7.4624 12.2109 0.2119 -1.8959 0.8099 0.6560
C 11.1974 6.0271 12.5110 -1.1769 1.1413 -1.3270 -0.8025
C 12.6123 7.9568 11.5125 0.2509 -0.5945 0.1991 -0.9046
C 12.8628 9.3362 11.5600 1.3744 -2.1923 -1.2290 -0.7157
C 12.1369 10.1620 12.3382 -2.2753 1.7023 1.4001 -0.9515
C 10.9460 9.7012 12.9879 0.4544 1.2228 -0.1080 0.5094
N 10.1144 10.3864 13.8060 0.5623 1.1553 -0.1580 1.2778
C 10.5546 11.4640 14.5875 -0.8815 -0.3013 -0.5879 0.2700
C 11.3051 12.5606 14.2516 0.9315 -0.7776 -1.7424 -0.7255
C 11.9191 13.3898 15.2049 0.9695 0.0937 -0.1044 -0.6261
C 11.5138 13.3811 16.5291 -0.4277 -0.5535 -1.9665 -1.1481
C 10.4288 12.5125 16.8527 -0.3862 -1.6986 -0.6762 0.6722
C 9.7706 12.4700 18.1093 -0.4288 -0.6173 0.3047 -0.5093
C 8.7598 11.5287 18.3114 1.0426 0.2221 -1.7922 -1.0535
C 8.4060 10.5917 17.2545 2.9426 2.4488 0.0697 -0.4221
N 9.0240 10.5055 16.0907 0.7953 2.3025 1.3084 1.3117
C 10.0264 11.4754 15.8821 -1.0788 0.3663 1.7077 -0.1854
H 9.6220 4.5504 13.0215 0.4552 1.0219 0.0375 0.3599
H 8.1835 6.3029 13.9144 0.1492 0.5081 -0.0312 0.2111
H 11.9106 5.2887 12.2025 0.4632 -0.1904 -0.1652 0.3735
H 13.3724 7.2275 11.1014 -1.1228 0.9772 0.2866 0.1941
H 13.6915 9.7533 10.9762 -0.0926 -0.2468 0.3327 0.3184
H 12.4115 11.2231 12.4522 -0.1090 -0.9229 -0.2182 -0.0320
H 11.5279 12.6189 13.1716 0.2327 0.4639 0.8626 0.4838
H 12.8705 13.8830 14.8458 -1.4027 0.0599 0.6497 0.2422
H 12.0091 14.0679 17.1716 0.0158 0.1755 0.9791 0.4008
H 10.1411 13.1722 18.8932 -0.6309 -0.6541 -0.5282 0.3182
H 8.2345 11.4498 19.2338 -0.2631 -0.0145 0.5527 0.4111
H 7.7400 9.8515 17.4301 -2.3579 -2.1037 0.6202 0.4699
Se 11.8865 8.6758 16.2591 0.8632 1.0670 -1.0328 -0.5125
Te 10.9523 7.0886 17.7019 -0.0516 -1.4922 1.5543 -0.4254
Te 7.9620 7.0522 16.6564 0.2839 0.0568 0.4622 -0.4123
Se 6.4357 8.0318 14.8579 -1.7949 -0.1503 -0.6843 -0.9143
S 5.1679 13.1682 14.7265 -0.9136 0.9079 0.2108 -0.5672
C 6.4236 12.2471 14.3767 3.2692 -3.1218 -1.1882 0.4777
N 7.3134 11.4878 14.0811 -2.5816 2.9061 1.4938 -0.6638
O 7.4395 9.7244 12.3587 -2.1383 1.0792 -5.1966 0.2298
S 6.8230 10.5366 11.1098 1.2538 -2.9899 2.6699 0.2130
C 7.8135 9.7014 9.7488 0.9476 -0.2204 0.5476 -0.1756
C 7.9264 10.5983 8.5752 -0.6495 0.6933 -1.5237 0.6763
C 8.2051 11.9756 8.6613 -0.8853 0.1196 1.4537 -0.2500
C 8.0440 12.8215 7.5751 0.0709 -1.9792 -0.3361 -0.5767
C 7.7473 12.3094 6.3272 0.8740 0.2274 1.0829 -0.6354
C 7.6347 10.9301 6.2276 -0.5995 -0.0297 -3.5361 -0.4039
C 7.5863 10.0724 7.2847 1.0990 0.1017 1.5828 -0.6970
C 4.9381 9.9007 10.7675 0.7718 0.2655 0.2535 -1.1367
C 4.8759 8.5692 10.0630 0.4875 0.5017 -0.0553 0.5699
C 5.2584 7.4298 10.7893 -0.8775 -0.1201 3.1586 0.2859
C 5.1462 6.1797 10.2386 1.6749 -0.7387 -1.8405 -0.6895
C 5.0435 6.0272 8.8269 -0.8210 -0.3285 2.1472 -0.5700
C 4.6032 7.1153 8.1678 -0.4832 1.8675 -1.5606 -0.4649
C 4.5166 8.4189 8.7309 1.0925 -0.9262 0.3132 -0.3799
H 7.3529 8.8086 9.3421 -0.3902 -0.3998 0.6895 0.1589
H 8.8237 9.3789 10.1902 -1.5351 0.7949 -0.1595 0.2606
H 8.3240 12.4722 9.6569 0.3045 -0.7831 -0.8545 0.3486
H 8.2518 13.8310 7.6373 0.2202 2.0148 0.5031 0.4737
H 7.7900 13.0543 5.5452 -0.3107 -0.5899 -0.6282 0.3524
H 7.5754 10.5274 5.1728 -0.2299 0.2362 1.3012 0.2504
H 7.4310 8.9953 7.1047 0.0221 0.6466 0.3514 0.3362
H 4.3844 10.7735 10.3116 0.8756 -1.0067 0.2185 0.4873
H 4.5654 9.7530 11.7928 0.3897 0.3518 -0.1360 0.4774
H 5.4835 7.4990 11.9431 -0.3171 0.0645 -2.2457 -0.1043
H 5.3590 5.2590 10.7413 0.1720 -0.0357 0.8931 0.4155
H 5.1762 5.0648 8.3360 -0.2199 0.1715 0.1875 0.4156
H 4.2870 6.9714 7.1494 0.2159 0.2814 -0.5401 0.3748
H 4.4763 9.3019 8.1075 -0.7318 -0.0388 -0.1468 0.4106
```
Forces are in eV/Å.

---

no.,DFT total energy (eV)
1,-78586.5673
2,-40677.8675
3,-232716.5010